Record 1
DFT (ωB97M-V with the def2-TZVPD basis set) results for 8 unconnected molecules or ions with the total composition C42H59F21N3O19 at a distorted geometry.

```
! RIJCOSX wB97M-V def2-TZVPD def2/J DEFGRID3
* xyz 1 1
C 0.484 1.021 1.788
C 0.619 -0.289 2.490
O -0.250 -0.776 3.235
O 1.806 -0.907 2.248
C 1.650 -2.290 1.904
C 0.730 -2.490 0.714
C 1.258 -3.456 -0.338
C 0.172 -4.033 -1.235
C -0.857 -3.012 -1.660
N -1.826 -2.703 -0.614
C -2.345 -1.523 -0.473
N -3.197 -1.153 0.482
C -3.722 0.177 0.115
C -3.378 0.229 -1.357
C -4.410 -0.342 -2.321
C -5.383 -1.335 -1.767
O -6.601 -1.113 -1.642
O -4.896 -2.598 -1.339
C -4.556 -3.485 -2.344
C -5.090 -4.850 -2.124
O -3.868 -3.137 -3.315
N -2.045 -0.472 -1.343
H 1.005 0.978 0.847
H -0.557 1.244 1.635
H 0.960 1.794 2.368
H 1.214 -2.785 2.758
H 2.623 -2.720 1.753
H -0.185 -2.911 1.087
H 0.500 -1.546 0.246
H 2.030 -3.029 -0.938
H 1.733 -4.270 0.191
H 0.639 -4.345 -2.154
H -0.270 -4.929 -0.826
H -1.379 -3.363 -2.531
H -0.345 -2.114 -1.948
H -2.084 -3.395 0.070
H -3.880 -1.836 0.772
H -4.753 0.335 0.358
H -3.165 0.944 0.632
H -3.172 1.202 -1.763
H -4.994 0.488 -2.666
H -3.893 -0.737 -3.179
H -4.409 -5.432 -1.527
H -6.058 -4.803 -1.658
H -5.152 -5.301 -3.096
H -1.449 0.155 -0.809
C -3.641 5.086 -6.221
C -2.644 3.950 -6.224
O -1.874 3.918 -4.996
C -2.452 3.375 -3.957
O -3.534 2.870 -3.892
C -1.483 3.387 -2.762
F -0.896 4.559 -2.598
F -0.545 2.452 -2.967
F -2.129 3.074 -1.641
H -3.137 6.034 -6.041
H -4.148 5.135 -7.183
H -4.391 4.952 -5.443
H -1.907 4.083 -7.011
H -3.124 2.985 -6.374
C -2.980 0.371 5.499
C -3.268 0.362 4.016
O -4.609 -0.119 3.738
C -5.587 0.758 3.907
O -5.486 1.895 4.239
C -6.935 0.098 3.554
F -7.039 -1.105 4.101
F -7.023 -0.045 2.217
F -7.936 0.847 3.956
H -3.146 -0.619 5.922
H -1.945 0.659 5.673
H -3.628 1.072 6.023
H -2.602 -0.328 3.507
H -3.135 1.351 3.574
C 2.695 2.911 -2.685
C 3.613 1.801 -3.151
O 4.776 1.682 -2.306
C 4.604 1.024 -1.183
O 3.593 0.514 -0.801
C 5.932 0.966 -0.413
F 6.528 2.155 -0.373
F 6.766 0.112 -1.002
F 5.763 0.564 0.842
H 3.238 3.855 -2.629
H 1.868 3.024 -3.382
H 2.288 2.703 -1.696
H 4.003 2.016 -4.142
H 3.102 0.841 -3.196
C 7.855 -2.752 -1.768
C 7.481 -2.941 -3.221
O 6.137 -3.461 -3.359
C 5.163 -2.589 -3.242
O 5.241 -1.417 -3.040
C 3.817 -3.305 -3.452
F 3.741 -4.436 -2.750
F 3.639 -3.602 -4.734
F 2.816 -2.517 -3.063
H 7.730 -3.685 -1.219
H 8.894 -2.437 -1.691
H 7.230 -1.997 -1.294
H 8.117 -3.685 -3.691
H 7.571 -2.016 -3.787
C -9.248 -1.936 -0.171
C -10.726 -1.836 -0.479
O -11.320 -3.140 -0.624
C -11.607 -3.770 0.501
O -11.433 -3.378 1.612
C -12.257 -5.127 0.175
F -11.570 -5.763 -0.774
F -13.500 -4.934 -0.260
F -12.292 -5.886 1.253
H -8.742 -2.528 -0.931
H -8.800 -0.946 -0.145
H -9.085 -2.417 0.793
H -10.889 -1.343 -1.434
H -11.260 -1.272 0.283
C 4.008 3.122 1.845
C 3.995 2.445 3.198
O 4.399 3.353 4.237
C 3.470 4.195 4.658
O 2.346 4.273 4.272
C 4.046 5.068 5.786
F 5.247 5.533 5.455
F 4.164 4.337 6.893
F 3.243 6.086 6.028
H 4.989 3.557 1.648
H 3.777 2.403 1.062
H 3.280 3.930 1.797
H 4.718 1.633 3.226
H 3.017 2.026 3.432
C 8.061 2.597 4.082
C 8.306 2.334 2.612
O 9.631 2.734 2.220
C 10.598 1.885 2.515
O 10.490 0.830 3.057
C 11.939 2.440 2.004
F 12.079 3.721 2.331
F 11.984 2.335 0.675
F 12.942 1.755 2.518
H 8.252 3.643 4.321
H 7.030 2.361 4.343
H 8.721 1.993 4.702
H 7.626 2.930 2.008
H 8.143 1.287 2.357
*
```

HOMO (eV): -12.50
M (g/mol): 1308.89
Strongest force on any atom (eV Å⁻¹): 4.62
LUMO (hartree): -0.099
Electronic energy (hartree): -5326.75006

---

Record 2
DFT (ωB97M-V with the def2-TZVPD basis set) results for a molecular structure, C42H60N7O2PS3Sr at a distorted geometry.

```
! RIJCOSX wB97M-V def2-TZVPD def2/J DEFGRID3
* xyz -2 1
Sr -1.139 -0.077 0.782
S -0.928 -0.468 3.933
C -1.775 -1.988 4.134
S -1.030 -3.509 3.960
C -3.149 -1.910 4.450
C -3.844 -0.674 4.568
N -4.411 0.329 4.677
C -3.951 -3.068 4.651
N -4.622 -3.988 4.852
S 2.481 -2.340 2.817
C 3.098 -0.873 3.299
N 2.350 0.282 3.209
C 2.792 1.515 3.534
C 4.048 1.713 4.007
C 4.861 0.569 4.182
C 4.405 -0.668 3.851
H 1.362 0.194 2.975
H 2.076 2.309 3.387
H 4.391 2.706 4.254
H 5.860 0.679 4.588
H 5.018 -1.548 3.981
O -2.879 -0.166 -2.604
C -2.510 -0.425 -1.493
N 3.652 -3.937 0.225
C 3.583 -2.794 -0.507
N 2.952 -2.916 -1.640
C 2.524 -4.242 -1.657
C 1.770 -4.927 -2.608
C 1.426 -6.236 -2.329
C 1.813 -6.858 -1.132
C 2.571 -6.195 -0.185
C 2.923 -4.882 -0.476
H 3.789 -3.913 1.228
H 4.013 -1.877 -0.135
H 1.431 -4.436 -3.513
H 0.816 -6.782 -3.037
H 1.494 -7.874 -0.937
H 2.850 -6.665 0.749
C 2.858 0.413 -1.164
O 1.724 -0.248 -1.682
H 2.789 1.462 -1.449
H 3.785 -0.001 -1.571
H 2.897 0.369 -0.068
H 1.900 -1.201 -1.642
C 1.185 -1.931 -4.999
C -0.034 -2.552 -4.368
C -0.678 -3.638 -4.949
C -1.811 -4.191 -4.355
C -2.514 -5.365 -4.989
C -2.288 -3.653 -3.168
C -1.632 -2.595 -2.528
C -0.519 -2.048 -3.168
N -2.098 -1.986 -1.345
C -1.964 -2.689 -0.059
C -2.287 -4.193 -0.209
C -3.048 -2.256 0.984
C -0.510 -2.667 0.551
H 1.452 -2.439 -5.927
H 2.040 -1.977 -4.320
H 1.012 -0.876 -5.220
H -0.307 -4.048 -5.884
H -2.285 -5.434 -6.054
H -3.596 -5.280 -4.877
H -2.211 -6.306 -4.522
H -3.194 -4.051 -2.730
H -0.031 -1.196 -2.713
H -3.330 -4.336 -0.497
H -2.120 -4.676 0.754
H -1.646 -4.664 -0.949
H -4.001 -2.118 0.476
H -2.933 -1.430 1.702
H -3.122 -3.093 1.680
H -0.098 -3.672 0.559
H -0.516 -2.378 1.612
H 0.222 -2.066 -0.007
C -1.513 6.129 1.964
C -1.034 4.683 2.125
C 0.151 4.686 3.099
C -2.132 3.856 2.820
P -0.514 3.733 0.545
N -0.403 2.224 0.776
C 1.157 4.471 -0.041
C 2.268 3.794 0.779
C 1.347 5.989 0.018
C 1.379 4.011 -1.488
C -1.798 4.182 -0.798
C -1.758 5.598 -1.383
C -1.664 3.168 -1.948
C -3.196 3.949 -0.203
H -1.674 6.558 2.961
H -2.461 6.196 1.432
H -0.788 6.761 1.450
H -0.202 5.015 4.082
H 0.954 5.357 2.795
H 0.542 3.676 3.207
H -2.166 4.117 3.882
H -1.917 2.789 2.746
H -3.121 4.040 2.407
H 2.386 4.232 1.768
H 3.223 3.904 0.255
H 2.042 2.731 0.888
H 1.355 6.368 1.040
H 0.583 6.530 -0.540
H 2.318 6.241 -0.427
H 1.171 2.945 -1.593
H 2.426 4.191 -1.759
H 0.762 4.557 -2.200
H -0.869 5.770 -1.990
H -1.808 6.377 -0.623
H -2.625 5.727 -2.041
H -0.871 3.428 -2.647
H -2.600 3.135 -2.513
H -1.474 2.165 -1.571
H -3.487 4.719 0.511
H -3.259 2.977 0.288
H -3.928 3.962 -1.016
*
```

Energy relative to the best compared isomer or geometry (same formula, charge and spin) (eV): 2.630
HOMO (eV): -1.80
M (g/mol): 909.78
Strongest force on any atom (eV Å⁻¹): 1.49
LUMO (hartree): 0.138
Electronic energy (hartree): -3736.90042